w | Computed, not measured: C4H8N4 in the gas phase, with the ωB97M-V functional and the def2-TZVPD basis.

The structure (SMILES) is [H]\N=C(N)/C(/N=C\C)=N\[H]. For the LUMO energy, the calculation gives 0.7 eV. For the molar mass, the calculation gives 112.14 g mol⁻¹. The gap between HOMO and LUMO comes out at 9.966 eV.

The geometry in ORCA input format:
```
! RIJCOSX wB97M-V def2-TZVPD def2/J DEFGRID3
* xyz 0 1
H -3.071 0.761 -0.713
N -2.847 0.177 0.090
C -1.617 0.088 0.366
N -1.152 -0.739 1.328
C -0.493 0.850 -0.448
N 0.616 1.073 0.277
C 1.661 0.377 0.434
C 2.100 -0.761 -0.426
N -0.642 1.217 -1.651
H -1.584 1.085 -2.014
H -0.189 -0.593 1.653
H -1.851 -1.182 1.904
H 2.402 0.780 1.120
H 1.306 -1.068 -1.106
H 2.970 -0.460 -1.009
H 2.394 -1.606 0.195
*
```


x | Computed, not measured: C4H8N4 as an isolated structure, with the ωB97M-V functional and the def2-TZVPD basis.

For the LUMO energy, the calculation gives 1.0 eV. For the molar mass, the calculation gives 112.14 g mol⁻¹. The gap between HOMO and LUMO comes out at 8.878 eV.

The geometry in ORCA input format:
```
! RIJCOSX wB97M-V def2-TZVPD def2/J DEFGRID3
* xyz 0 1
C 1.158 1.750 -0.418
C -1.409 -0.947 1.300
C -0.304 -1.669 0.994
C 0.279 -1.051 -0.242
H 1.122 1.634 0.790
H 1.088 2.894 -0.889
H 2.128 1.128 -0.772
H -0.399 1.443 -2.240
H -2.388 0.650 0.207
H -2.148 -1.245 2.127
H -0.095 -2.641 1.479
H 1.854 -2.112 -0.457
N -0.138 1.258 -0.955
N -0.580 0.009 -0.560
N -1.485 0.212 0.508
N 1.317 -1.312 -0.873
*
```


On energetic grounds, w is preferred over the next structure by 3.897 eV.


w | Computed, not measured: C4H8N4 as an isolated structure, with the ωB97M-V functional and the def2-TZVPD basis.

For the LUMO energy, the calculation gives 0.2 eV. For the molar mass, the calculation gives 112.14 g mol⁻¹. The gap between HOMO and LUMO comes out at 8.733 eV.

The geometry in ORCA input format:
```
! RIJCOSX wB97M-V def2-TZVPD def2/J DEFGRID3
* xyz 0 1
C -3.072 -0.261 -0.114
C -0.760 -0.323 0.343
C 1.329 1.240 -0.196
C 1.433 -2.140 -0.224
H -2.992 -1.876 -0.247
H -3.740 0.427 -1.141
H -3.424 0.264 1.302
H -1.175 -1.215 1.037
H 2.277 1.042 -0.758
H 1.678 3.159 -0.035
H 2.216 -2.694 -0.183
H 0.493 -2.631 -0.483
N -1.675 0.364 -0.209
N 0.703 -0.102 0.205
N 0.784 2.417 0.058
N 1.772 -0.903 0.183
*
```


x | Computed, not measured: C4H8N4 in the gas phase, with the ωB97M-V functional and the def2-TZVPD basis.

The structure (SMILES) is C1=NN[C@H]2C[C@@H]2NN1. For the LUMO energy, the calculation gives 1.1 eV. For the molar mass, the calculation gives 112.14 g mol⁻¹. The gap between HOMO and LUMO comes out at 8.652 eV.

The geometry in ORCA input format:
```
! RIJCOSX wB97M-V def2-TZVPD def2/J DEFGRID3
* xyz 0 1
C -1.609 0.460 0.190
N -0.832 1.539 0.257
N 0.416 1.581 -0.359
C 1.021 0.266 -0.517
C 2.105 -0.305 0.162
C 0.643 -0.750 0.583
N -0.329 -1.643 0.036
N -1.488 -0.863 -0.366
H -2.667 0.560 0.667
H 0.958 2.333 -0.017
H 0.724 -0.194 -1.446
H 2.562 -1.209 -0.356
H 2.782 0.178 0.946
H 0.430 -0.251 1.563
H 0.105 -2.165 -0.816
H -2.219 -1.578 -0.028
*
```


On energetic grounds, x is preferred over the next structure by 4.593 eV.


w | Computed, not measured: C4H8N4 in the gas phase, with the ωB97M-V functional and the def2-TZVPD basis.

The structure (SMILES) is [H]/N=C(N)/C=C\N/C=N/[H]. For the LUMO energy, the calculation gives 0.3 eV. For the molar mass, the calculation gives 112.14 g mol⁻¹. The gap between HOMO and LUMO comes out at 9.301 eV.

The geometry in ORCA input format:
```
! RIJCOSX wB97M-V def2-TZVPD def2/J DEFGRID3
* xyz 0 1
H -3.307 -0.911 0.223
N -2.847 -0.084 -0.056
C -1.554 -0.123 0.038
N -0.807 -1.207 0.522
C -0.821 1.108 -0.358
C 0.473 1.456 -0.164
N 1.450 0.785 0.527
C 2.106 -0.310 0.164
N 1.749 -1.104 -0.779
H 2.403 -1.933 -0.798
H 0.059 -1.268 -0.070
H -1.330 -2.194 0.191
H -1.519 1.716 -0.875
H 0.831 2.403 -0.582
H 1.759 1.154 1.600
H 3.069 -0.482 0.731
*
```


x | Computed, not measured: C4H8N4 in the gas phase, with the ωB97M-V functional and the def2-TZVPD basis.

The structure (SMILES) is CC1(C)N=NC(N)=N1. For the LUMO energy, the calculation gives 0.2 eV. For the molar mass, the calculation gives 112.14 g mol⁻¹. The gap between HOMO and LUMO comes out at 9.493 eV.

The geometry in ORCA input format:
```
! RIJCOSX wB97M-V def2-TZVPD def2/J DEFGRID3
* xyz 0 1
C 0.380 1.799 0.716
C 0.131 0.565 -0.139
C -0.898 0.872 -1.336
N 1.345 0.002 -0.648
N 1.378 -1.217 -0.359
C 0.188 -1.529 0.331
N -0.032 -2.797 0.752
N -0.568 -0.493 0.527
H -0.573 2.206 1.053
H 0.976 1.531 1.590
H 0.913 2.544 0.119
H -0.413 1.645 -1.927
H -1.847 1.239 -0.954
H -1.024 -0.019 -1.945
H -0.722 -2.939 1.469
H 0.766 -3.407 0.750
*
```


On energetic grounds, x is preferred over the next structure by 1.273 eV.


w | Computed, not measured: a 2-piece molecular cluster, C4H8N4 overall, with the ωB97M-V functional and the def2-TZVPD basis.

For the LUMO energy, the calculation gives 1.0 eV. For the molar mass, the calculation gives 112.14 g mol⁻¹. The gap between HOMO and LUMO comes out at 10.349 eV.

The geometry in ORCA input format:
```
! RIJCOSX wB97M-V def2-TZVPD def2/J DEFGRID3
* xyz 0 1
C -2.219 0.285 -1.301
C -1.411 0.457 -0.066
C -1.414 0.749 1.350
C 2.305 -1.243 -0.735
N 1.632 1.000 1.796
N 2.115 0.332 1.025
N -0.659 0.157 -1.042
N 2.638 -0.559 0.446
H -2.799 -0.617 -1.325
H -2.643 1.004 -2.013
H -2.207 1.563 1.384
H -0.397 1.028 1.705
H -1.740 -0.054 1.916
H 1.703 -0.687 -1.326
H 3.206 -1.285 -1.347
H 1.890 -2.130 -0.468
*
```


x | Computed, not measured: C4H8N4 in the gas phase, with the ωB97M-V functional and the def2-TZVPD basis.

The structure (SMILES) is [H]/N=C(N)/C=C\N/C=N/[H]. For the LUMO energy, the calculation gives 0.7 eV. For the molar mass, the calculation gives 112.14 g mol⁻¹. The gap between HOMO and LUMO comes out at 9.688 eV.

The geometry in ORCA input format:
```
! RIJCOSX wB97M-V def2-TZVPD def2/J DEFGRID3
* xyz 0 1
H 1.257 -2.583 -1.861
N 0.904 -2.249 -0.854
C 0.234 -1.228 -0.892
N 0.105 -0.240 -1.899
C -0.411 -1.066 0.506
C -1.239 -0.103 0.991
N -1.146 1.375 0.479
C 0.119 1.849 0.763
N 1.223 1.227 1.094
H 2.079 1.857 1.184
H -0.289 0.766 -1.741
H 0.877 -0.143 -2.573
H -0.308 -2.071 1.090
H -1.744 -0.260 2.138
H -1.814 2.022 0.901
H 0.124 2.904 0.914
*
```


On energetic grounds, x is preferred over the next structure by 1.941 eV.


w | Computed, not measured: C3H5OP in the gas phase, with the ωB97M-V functional and the def2-TZVPD basis.

The structure (SMILES) is O=PC1CC1. For the LUMO energy, the calculation gives -0.5 eV. For the molar mass, the calculation gives 88.05 g mol⁻¹. The gap between HOMO and LUMO comes out at 8.756 eV.

The geometry in ORCA input format:
```
! RIJCOSX wB97M-V def2-TZVPD def2/J DEFGRID3
* xyz 0 1
O -3.791 -0.456 0.271
P -2.674 0.029 -0.529
C -1.002 -0.187 0.413
C 0.104 -0.546 -0.551
C 0.100 0.832 0.137
H -1.155 -0.834 1.318
H -0.275 -0.496 -1.526
H 0.864 -1.251 -0.432
H 0.754 0.896 0.849
H -0.169 1.715 -0.482
*
```


x | Computed, not measured: a 2-piece molecular cluster, C3H5OP overall, with the ωB97M-V functional and the def2-TZVPD basis.

For the LUMO energy (spin up / spin down), the calculation gives -0.4 / -1.1 eV. For the molar mass, the calculation gives 88.05 g mol⁻¹. The gap between HOMO and LUMO (spin up / spin down) comes out at 8.019 / 9.756 eV.

The geometry in ORCA input format:
```
! RIJCOSX wB97M-V def2-TZVPD def2/J DEFGRID3
* xyz 0 1
C 2.167 1.727 0.446
C 1.350 0.917 0.800
C -0.336 -1.244 -0.074
O 0.162 -0.719 2.640
P 0.005 -0.098 1.328
H 2.920 2.378 0.100
H -0.557 -0.673 -0.966
H 0.550 -1.856 -0.248
H -1.176 -1.891 0.170
H -2.198 1.973 0.823
*
```


On energetic grounds, w is preferred over the next structure by 3.354 eV.